No. 1
Formula: C36H66Br2Cl2F12N12P2
Source: OMol25
Level of theory: ωB97M-V/def2-TZVPD

Cartesian coordinates (Å):
H -4.8882 2.8450 -1.3349
H 1.7276 5.2456 -5.6838
Br 1.7578 -4.3446 4.0813
F 5.1150 3.0352 -0.6297
H -5.4799 -4.0821 2.6610
H -6.0617 -6.4824 3.0093
C 1.6833 4.9238 -4.6433
C -1.5029 -0.2936 1.1646
N 4.2948 2.4223 -4.2853
H -4.0282 -5.6418 0.2966
H 5.9225 1.1165 -4.3434
N -0.6132 -1.3695 1.1958
N -4.5206 -5.4944 4.0054
H -3.0839 2.9304 -3.2956
C -1.7921 -6.4296 1.8685
C -0.8359 -2.6523 1.8239
F -0.8721 -0.5120 -5.7609
F 5.4507 4.8140 0.9175
H -0.3222 -3.3876 1.2046
H 4.5398 0.6512 -5.3182
H 5.6056 -0.8505 2.5794
H 5.9706 3.5313 -3.4899
F 1.0791 0.0103 -4.7290
H -2.8682 -6.3645 2.0288
Br -5.1419 -1.0363 0.8566
N -3.1134 -4.0568 5.0452
H 4.2082 -0.7509 -0.1265
C -0.8676 0.7214 0.4268
H 2.3905 2.1830 -5.2828
H -0.3772 -6.5427 0.1834
H -3.1489 -6.1221 5.6217
C 0.8506 0.3171 4.2432
H 1.6625 5.8220 -4.0261
H 4.0533 2.3717 1.6050
C 3.4965 1.6420 2.1741
C 4.9035 -1.1905 0.5887
F 6.8027 2.7954 0.7245
H -2.0823 -5.1575 7.5377
C -1.3887 -4.3039 -1.0427
Cl 2.1649 -3.3526 -1.7019
H -2.6081 -2.8069 6.6034
H 0.9126 0.8103 5.2133
H -1.4192 4.6897 -0.7057
H 0.9941 0.6136 -2.0726
H -3.5643 2.5425 -0.2173
C -2.6096 6.4607 -1.0913
H -4.3837 -3.1199 -1.1837
H 2.3278 2.8345 -1.4255
F 5.8802 5.2482 -1.3497
P -0.3158 0.8157 -5.0414
N 0.3470 0.2472 -0.1033
H -5.1254 7.7153 -2.7495
C -3.5501 -3.7726 -0.9705
H 3.9948 0.9662 -2.3516
H -4.0671 8.8005 -1.8599
C 4.8329 1.1068 -4.3724
H 0.8105 -0.7557 4.4319
N 2.0408 0.5869 3.4673
H -0.3218 -2.7745 2.7772
F -1.0345 0.3260 -3.5929
H -1.4668 -7.3709 2.3116
N -2.0280 -5.2764 -0.3290
C 3.0933 2.8310 -4.7803
C 2.9314 -0.3266 3.0532
H 4.2086 5.6586 -3.5068
H -0.9347 -2.0628 -2.4433
C -2.4007 5.0893 -0.9143
N -3.9583 6.6239 -1.4052
C -3.8232 3.0070 -1.1688
H 5.8374 -1.5277 0.1391
H 5.8232 0.4628 1.6333
Cl -0.5609 3.9973 1.9086
H -1.9361 -7.3063 -0.1031
H -0.6696 -4.1031 7.3095
H -0.3301 -4.2819 -1.2551
H -5.4663 8.1524 -1.1453
F -1.6183 1.6329 -5.4930
H -1.3483 -3.0236 5.4500
H -2.4419 -0.3572 1.6942
H 1.3456 -1.6520 0.2748
N 2.8833 4.1491 -4.4147
H -5.5352 5.3094 -1.8016
C -1.4634 -4.6482 6.7989
C -1.4506 -6.4376 0.3414
H -0.9814 -5.3552 6.1237
H 0.6730 3.0950 -1.5179
C -3.7715 -3.3738 4.0232
F 0.5901 1.1775 -6.3562
C 5.0641 -0.2990 1.8109
H 0.7959 4.3679 -4.3409
F 0.3019 2.0672 -4.1975
H -0.0795 0.5227 3.7133
H -3.6063 -2.3113 3.9224
C -2.9785 2.3737 -2.3644
H -1.2646 -5.6348 2.3959
C -1.9911 -2.1626 -2.1940
H -1.9437 2.5402 -2.0650
N -2.2807 -3.3496 -1.4526
H 2.9353 -1.3839 3.2734
H -2.5866 -2.1904 -3.1065
C 2.3660 1.8371 2.9786
C -4.6331 7.8717 -1.7897
H 1.4335 2.8532 0.0510
F 7.5849 5.0401 0.1944
H 2.2288 0.4134 -0.8515
F 7.2772 3.4745 -1.3728
H 4.7890 -0.4966 -2.9344
C -3.4790 -5.3528 4.9394
H 1.7829 2.7399 3.0858
H -3.1604 1.3214 -2.5828
H 3.1738 0.0284 -3.4723
H 4.3248 -2.0613 0.8966
N -3.5595 4.4336 -1.2318
H -1.8897 -2.9308 1.8225
C 1.2597 0.8723 -1.0476
H -5.9774 -6.7933 4.6457
C 4.9356 3.6036 -3.7897
H -1.1343 1.7398 0.1857
C -2.1450 -3.5599 5.9657
H -2.1953 -1.2718 -1.6000
C 1.3976 2.4879 -0.9753
H -4.7309 -7.5624 3.6163
C 4.0574 4.6394 -3.8305
C 0.4752 -1.0302 0.4237
C -4.7477 -4.2722 3.4318
C 4.1853 0.3591 -3.2366
C -4.5082 5.3941 -1.4783
H -1.9888 7.3442 -1.0712
N 3.8713 0.3010 2.2980
C -5.3192 -6.6608 3.7871
C -3.3697 -4.9505 -0.2082
P 6.2962 4.0711 -0.2273

Charge: 0
Energy, Ha: -10018.29678
Orbital gap, Eh: 0.240

No. 2
Formula: C36H66Cl2N12
Source: OMol25
Level of theory: ωB97M-V/def2-TZVPD

Cartesian coordinates (Å):
C 0.2928 -1.1669 7.2444
N -6.0991 -4.7604 1.8760
C 9.7108 -0.7200 -3.3850
H 4.8305 4.8316 2.4716
H -7.0110 -6.5771 1.4525
C 10.4398 1.3534 -5.2624
H 9.3194 -3.3828 -1.5881
H 2.1933 -1.2233 -9.2304
H -2.6231 -3.9537 -12.1382
C -2.1828 -2.1081 8.3880
H 3.4605 -2.7520 -12.5536
H 9.4934 -3.2546 -3.3753
H 9.1699 1.5683 -1.1718
H 1.5312 -4.1156 -12.2452
N 5.0905 5.3404 -1.4606
C 4.1474 4.2750 1.8235
C 1.4061 -3.4958 -11.3701
C -8.1466 -5.1487 2.5863
H -8.2029 1.9278 7.5892
H -5.9576 -2.7695 2.8535
H 3.0985 4.3714 2.1015
H -5.2824 -2.0121 7.5135
C -3.4646 -1.1058 6.8677
N 9.0971 -1.4304 -2.4660
C -8.6061 -2.8663 3.5888
H -9.3362 -3.4013 4.2673
C 8.8936 -2.8826 -2.4970
C 3.8982 4.8009 -1.7010
H 9.5585 1.0068 -5.7958
N -7.7376 -3.8619 3.0048
H 9.3134 2.4225 -3.7365
C 0.5579 -2.6701 -9.5479
H -1.1308 -0.7186 5.5249
N 2.1984 -2.5375 -10.9496
C 9.2334 0.6404 -1.7703
C -1.5084 -3.8694 -12.1570
N -6.5073 4.0876 4.3852
C 1.7186 -2.0054 -9.8054
H -3.2588 -3.4242 10.3621
C 5.9943 5.9306 -2.4323
H 0.2211 -2.2580 7.3920
H -4.9713 -3.0187 9.9389
H -1.5845 -4.2076 -9.9563
H 4.4093 3.2276 1.8576
C 10.1750 1.6927 -3.8739
C -7.4292 4.8915 5.0490
C -6.4560 2.8758 5.0169
Cl -5.4810 -0.3636 4.4973
H -9.0954 -2.3045 2.8593
C -0.9611 -0.6352 6.6558
C -5.0913 5.8523 3.5484
H -4.4704 5.6676 4.4776
H 3.6645 -1.2572 -11.6806
N -7.2937 2.9524 6.0413
N 4.2067 4.7818 0.4782
H -0.1242 -2.6498 -8.7292
H 6.2721 5.4798 0.3219
N 9.8022 0.5556 -3.0143
H -5.1548 3.7829 2.9271
H -0.9945 0.4474 6.8406
C -4.0010 -3.4152 9.5814
C -3.6722 -4.3972 1.7485
H 1.0460 -1.0487 6.4179
H -4.7806 -6.1929 1.0384
H -6.4197 4.6321 2.3283
C -0.9324 -4.3139 -10.8447
H -5.8267 6.6449 3.8379
H 6.3324 5.2112 -3.1469
H 4.6362 7.5343 -2.3667
Cl 7.1947 2.7951 -2.1150
H 4.5547 6.4908 -3.8257
H 11.0067 2.1793 -3.4026
H -5.8241 2.0332 4.7306
C 5.1833 6.9947 -3.1007
H -6.5535 2.3505 7.9228
C -7.9066 4.1597 6.0783
N -2.1702 -1.2653 7.3323
H 2.3808 3.9946 -0.2994
C -7.2116 2.0091 7.1152
H 5.8843 7.5918 -3.6711
H -3.5752 -4.8216 2.7361
H -9.1744 -5.4345 2.7360
C -4.8579 -5.0657 1.1112
H 7.8402 -3.1190 -2.7019
H -3.6632 -0.5761 5.9871
H -2.7478 -4.6793 1.2745
H 4.1857 -2.9160 -10.9700
H -1.2057 -2.8796 -12.4534
H -3.7935 -3.3311 1.8191
H -7.9670 -2.1917 4.2582
C -4.1999 -1.8966 7.6071
H -8.5746 4.4416 6.8959
H 8.1594 -0.9536 -0.5753
H 11.3064 0.7245 -5.1987
H -6.9096 1.0885 6.6548
H -4.1655 -4.4135 9.1890
H -1.3511 -2.4145 8.9553
C 3.4466 -2.3204 -11.5240
H -0.6591 -5.3605 -10.9347
H 3.4487 4.4486 -2.6620
H -7.8120 5.7760 4.5505
C 3.3355 4.3952 -0.4919
H -5.0414 -4.6575 0.1422
C 8.6632 -0.5725 -1.4701
C 5.2768 5.2882 -0.1172
H -4.4369 6.2338 2.7679
H 6.8312 6.2998 -1.7786
C -5.7581 4.5800 3.1875
H 9.9885 -1.1264 -4.3424
H -1.1724 -4.5207 -12.9352
H 0.5112 -0.7463 8.2052
N -3.4784 -2.5129 8.5390
N 0.3597 -3.5541 -10.5714
C -7.1569 -5.6753 1.9366
C -6.4642 -3.6848 2.6205
H 10.6558 2.3043 -5.7147

Charge: +4
Energy, Ha: -2987.63981
ΔE to the lowest compared entry with this formula, charge and spin, kJ/mol: 0.0
Orbital gap, Eh: 0.279

No. 3
Formula: C36H66KN2O6SSbSi3
Source: OMol25
Level of theory: ωB97M-V/def2-TZVPD

Cartesian coordinates (Å):
H 3.3444 -4.5937 6.1738
Si 0.1313 4.0158 -0.7414
H 4.0659 -1.2739 1.3832
H -0.3016 -1.3719 0.7104
H -2.5448 -2.0743 -5.2462
H 3.7988 2.3024 4.2609
C 0.6581 -2.7384 -2.4926
H 1.6650 -3.1171 -2.5971
C -0.0943 1.6441 3.3345
H 5.3811 0.4415 2.0880
C 3.6718 -1.3482 0.3623
H 4.0284 2.8218 0.7373
H 2.5437 -4.4940 4.5971
H -0.5451 6.2172 -1.8312
H 3.8983 -2.4408 4.7395
C 2.9920 1.7784 3.7355
H -1.3679 -0.0938 3.1830
C 0.4485 -2.9604 5.4189
C -3.0709 -1.1181 -5.2009
H 3.2961 -2.1098 6.3852
N 1.2606 1.0259 -3.1767
H -4.7941 -3.9566 0.3601
H 1.3648 -3.5878 7.2676
C -3.1953 -1.0133 -2.0738
C 2.0714 0.8052 -4.2050
C 2.3587 3.1273 -2.8463
C 4.5337 1.8549 0.6980
H -1.4860 4.8631 -2.4559
C 4.7307 1.3222 2.1178
Sb -1.3292 1.1717 -1.4627
H -1.0480 1.2037 -4.1442
C 1.3804 2.1686 -2.4447
C 1.6453 4.8905 0.0547
H -2.6082 -1.9399 1.2889
O 1.4523 -0.4631 5.6511
H -0.3189 -4.5242 -3.2085
H -4.8088 -4.0682 -1.3973
C 1.6254 -2.1643 1.2482
O 2.2648 -1.2488 0.3862
H -0.3279 -2.4483 5.9834
H 1.8950 -0.1280 -4.7390
H -4.1499 -1.2607 1.8020
H 0.1717 5.1002 -2.9940
Si -4.1737 -1.7347 -0.6733
H -1.4434 2.8288 -3.5637
C -1.9079 -1.6681 -2.2262
H -6.4847 -1.2534 -1.5510
C -4.2724 -3.6418 -0.5464
H -3.2774 -4.0931 -0.5263
C -3.4037 -1.2469 1.0045
H -6.0859 -2.3213 -4.7401
C -1.2066 4.0843 0.6127
C -0.6047 0.4190 2.5884
H -4.9244 1.2328 -2.9573
H 2.5740 4.3483 -0.1331
H -4.7925 -3.4245 -4.2727
H 1.7711 5.8991 -0.3444
H -1.9427 3.2855 0.5082
H -0.7666 4.0150 1.6077
H 3.9296 3.6022 -4.2094
K 1.5323 0.9585 0.7320
H 0.0120 -3.4365 4.5393
H -2.7450 1.6146 -3.7499
H 5.2991 -0.2313 -0.5129
H 2.4244 4.0717 -2.3238
H 1.2428 -0.7920 -1.8081
H 5.2386 2.0924 2.7084
C 0.2678 -1.5883 1.6234
C 2.6295 -4.0229 5.5805
H -0.9195 2.3449 3.5002
C 1.2583 -3.9517 6.2441
C -1.7015 1.7742 -3.4926
H 0.7740 -4.9283 6.2774
H 5.5189 1.9896 0.2343
H -2.3138 -0.3352 -5.1970
H -1.0487 0.7271 1.6297
O 0.5174 -0.4153 2.3693
H -1.7407 5.0343 0.5525
H 1.4971 -3.1383 0.7598
C 4.2041 -0.2089 -0.5083
H -6.3118 0.2532 -3.4153
H 3.8412 -0.3638 -1.5277
H -6.0449 -0.1026 -0.2940
C -0.4539 -3.5165 -2.8345
N -0.7970 -0.9464 -1.9305
H 2.4915 3.4647 2.4736
H 1.5176 4.9834 1.1348
C -5.2822 0.5000 -3.6810
C 3.0731 1.6656 -4.6101
C 3.1911 2.8685 -3.9053
H 2.4776 1.1283 4.4427
C -1.7141 -2.9913 -2.6912
C -0.4902 5.1681 -2.1273
C -5.3551 -2.5420 -3.9590
H -0.2907 -2.3211 2.2183
Si -4.1854 -1.0571 -3.6624
H 2.2155 -2.2932 2.1604
C -5.9764 -1.1499 -0.5922
H -3.6543 -1.0165 -6.1177
H -6.5302 -1.7429 0.1380
O 0.9016 2.2574 2.5286
H 1.6786 3.4387 4.0543
C 3.0643 -2.5764 5.4274
H 3.7092 1.4369 -5.4536
H -5.3032 0.9768 -4.6633
C 0.5249 2.2980 -1.3114
H -2.5941 -3.5669 -2.9405
O 3.5232 0.9159 2.7375
C 2.0039 2.8203 3.2091
C 0.4353 -1.4592 -2.0503
H 0.3100 1.3271 4.2984
O 3.7055 1.0505 -0.1096
H -2.9865 -0.2398 0.9512
H 3.9887 -2.3095 -0.0636
H -5.9081 -2.8102 -3.0576
S 1.6024 -1.6548 4.7774

Charge: 0
Energy, Ha: -4079.06395
Orbital gap, Eh: 0.207

No. 4
Formula: C36H66O26S
Source: OMol25
Level of theory: ωB97M-V/def2-TZVPD

Cartesian coordinates (Å):
H -3.3533 -5.3944 0.0685
H -2.3425 1.8735 -7.4228
H -1.5601 5.6408 8.0824
H -6.3357 -0.5134 -0.7211
O -1.4879 1.8840 -5.0423
C -1.4063 -3.7492 4.4980
H 5.9432 -0.4182 -0.5439
H 11.2444 2.8031 0.8216
O -3.0888 -1.8197 0.7497
O 5.9396 -3.2670 -3.0452
H 0.6460 2.0396 -3.7996
O 5.9339 -1.0114 -2.9484
O 1.7270 1.2898 0.2192
H -4.5207 -4.3806 -0.7595
H -1.1885 -1.6643 5.0191
O 0.0941 0.6728 4.1619
C -3.0758 -7.0000 -1.8807
H -2.3375 -3.2203 -0.6995
H -0.8101 -4.5404 4.0475
H -2.7421 -3.6369 -2.3738
C 0.8360 1.3938 1.0265
C -0.3577 4.9779 4.9909
C 6.2919 -3.1735 -4.4262
C 0.0082 1.1460 3.0564
C -3.6043 -4.9467 -0.8925
H -1.5619 -4.5947 -1.4906
C -2.3647 0.7954 -7.2829
H -2.9562 4.2546 0.5080
H -4.6864 3.2638 0.9988
H -3.1535 -9.6407 -3.7011
C -0.0034 2.5961 1.3241
O 5.3845 -2.3160 -1.1931
H -6.3126 3.4847 0.4078
H -1.2181 4.3894 2.8219
O -3.4496 -2.7165 5.8836
O 8.7500 2.1843 -3.7178
H 5.4488 -2.8002 -5.0056
C 5.1330 -1.1345 -0.4079
C 5.7686 -2.0912 -2.4412
H 3.7646 -0.1482 -1.7523
H -1.8679 3.5652 5.3666
C -0.9570 3.5872 4.7846
H -2.4590 -9.4917 -2.0756
C 10.3832 3.5891 -0.9865
H -5.7254 3.8087 -1.7786
H -1.9862 -0.0690 0.9994
H 1.6957 0.6381 -3.6448
C -4.0662 -3.5596 8.3095
H 11.7515 1.9615 -0.6551
H 6.5350 -4.1802 -4.7527
C -5.9199 -1.9110 -2.3243
H 7.4951 1.3345 -5.0738
C -1.8616 4.1132 -1.3204
C 3.7894 -0.5181 -0.7266
C -0.1677 0.4356 -2.5974
H 5.1571 -1.4671 0.6280
H -5.4833 1.9916 0.0538
H -3.7623 -2.5643 8.6302
C 10.9120 2.4423 -0.1517
C 7.5646 1.4246 -3.9932
C 0.6588 0.9509 -3.7537
O -5.0896 -2.0272 -0.0310
H -5.7145 -2.9756 -2.4454
O -4.1830 4.8656 -1.0734
C -6.1687 -1.5801 -0.8676
H 10.1437 1.6864 0.0053
H -2.2960 3.6102 -2.1721
O 10.0565 3.1695 -2.3175
O -1.1422 3.1236 -0.5929
H -1.6919 -8.6645 -3.4574
H -0.2721 2.8160 5.0995
H -5.0601 -1.3631 -2.7088
H 11.1499 4.3527 -1.1035
S -0.0676 5.3648 6.6867
C -2.8123 -3.6187 6.3591
O -2.1132 -7.1534 -1.1775
O 8.1118 2.3049 -1.5565
H 9.5173 4.0577 -0.5196
H -1.2331 -1.5764 1.5446
C -0.4928 2.4759 2.5548
H -1.3324 -1.2295 -0.1903
H 0.5907 5.0627 4.4732
O 0.2186 0.4022 -5.0054
H -7.0508 -2.1053 -0.5070
C 8.8949 2.5270 -2.4424
O -3.0228 -4.1742 7.5523
C -1.3603 3.4255 3.2950
C -4.8539 3.6223 -1.1636
O -3.4894 -7.8439 -2.8270
O 0.4047 0.4311 1.9100
H -4.9865 -3.5022 7.7330
H -0.1769 -0.6565 -2.5908
H -1.2017 0.7715 -2.6708
H -4.2256 -4.1858 9.1822
O -1.7860 -4.2439 5.7907
C -2.4967 -4.0431 -1.3895
H -0.4899 4.5784 0.7690
H -2.6319 5.7963 -0.2363
O -1.5284 5.1065 7.2761
O -3.8711 -0.2288 -0.6484
H 7.1576 -2.5301 -4.5672
H -2.4113 0.3067 -8.2516
H 0.2430 0.7920 -1.6569
H -2.2912 -3.6094 3.8770
H -6.7910 -1.6511 -2.9250
C -2.9351 4.7771 -0.4500
H 0.2648 -2.6215 5.2596
H -2.4028 3.1462 3.2133
H 2.9938 -1.2587 -0.6271
H -1.0313 5.7255 4.5916
C -5.3449 3.0595 0.1649
H -1.1567 4.8535 -1.6973
O -3.9195 -5.9730 -1.8487
O 0.8420 4.4357 7.2667
H -4.2741 2.8786 -1.7057
C -0.8736 0.9633 -5.5140
C -0.5940 -2.4762 4.6037
O 0.2431 6.7541 6.8015
H 7.6396 0.4355 -3.5560
H 0.7693 3.8050 -0.1997
H -3.2354 0.5119 -6.6935
C -0.1898 3.6460 0.2941
O -1.1695 0.3341 -6.6510
H 6.6791 1.9311 -3.6178
H 3.5782 0.3128 -0.0610
C -2.6374 -8.9750 -3.0156
C -4.0076 -1.2549 -0.0372
C -1.8394 -1.1208 0.7692
H -0.2346 -2.1699 3.6217

Charge: 0
Energy, Ha: -3765.79270
SMILES: CCOCCOCC1=C(CCCS(=O)(=O)O)C(=O)OC1=O.CCOC(=O)OC.CCOC(=O)OC.CCOC(=O)OC.CCOC(=O)OC.CCOC(=O)OC.CCOC(=O)OC
Orbital gap, Eh: 0.326